{"formula": "C36H36IN9O14P2Sr", "method": "ωB97M-V/def2-TZVPD", "orbital_gap_ha": 0.253, "e_tot_ha": -3950.57665, "lumo_ev": -1.1, "max_force_ev_per_a": 0.49, "symbols": ["Sr", "I", "C", "C", "C", "C", "C", "C", "C", "C", "C", "P", "C", "C", "C", "C", "C", "C", "C", "C", "C", "C", "C", "C", "C", "H", "H", "H", "H", "H", "H", "H", "H", "H", "H", "H", "H", "H", "H", "H", "H", "N", "N", "C", "N", "N", "N", "O", "O", "H", "H", "H", "H", "H", "C", "O", "P", "O", "C", "O", "C", "H", "H", "H", "H", "H", "H", "H", "H", "H", "O", "C", "C", "C", "C", "O", "N", "H", "H", "H", "H", "O", "N", "O", "C", "C", "C", "C", "O", "C", "C", "N", "O", "O", "N", "O", "O", "H", "H"], "positions_angstrom": [[1.563007, -0.888576, -1.210990], [-3.536299, -1.682641, 0.405537], [-3.812513, -1.567522, 2.481182], [-4.540117, -2.624077, 2.953899], [-5.024188, -2.655005, 4.271040], [-4.827666, -1.575403, 5.070296], [-4.073927, -0.466545, 4.618750], [-3.939462, 0.639378, 5.488549], [-3.211848, 1.728194, 5.126403], [-2.516087, 1.699320, 3.909714], [-2.583469, 0.646697, 3.025421], [-1.270431, 0.694138, 1.707406], [-1.568579, 2.421953, 1.133840], [-0.807886, 3.558343, 1.401930], [-1.143779, 4.788796, 0.844000], [-2.252082, 4.910065, 0.022376], [-3.028743, 3.787484, -0.244358], [-2.682064, 2.559457, 0.295915], [0.190238, 0.740025, 2.827516], [1.390095, 1.374094, 2.505420], [2.503557, 1.271874, 3.333438], [2.445577, 0.523279, 4.496901], [1.267492, -0.141654, 4.813443], [0.159164, -0.042766, 3.987784], [-3.462852, -0.456019, 3.319554], [-4.784000, -3.440985, 2.288247], [-5.588720, -3.512656, 4.611828], [-5.242170, -1.537699, 6.070309], [-4.438995, 0.592627, 6.449101], [-3.119587, 2.583861, 5.782610], [-1.853493, 2.526266, 3.684631], [0.036402, 3.503908, 2.073319], [-0.538412, 5.657516, 1.071325], [-2.520413, 5.871289, -0.397717], [-3.910863, 3.871994, -0.868025], [-3.294012, 1.688217, 0.081021], [1.488717, 1.937995, 1.592629], [3.415058, 1.788330, 3.057914], [3.310284, 0.448536, 5.143967], [1.207691, -0.749085, 5.708370], [-0.735176, -0.592966, 4.246774], [-2.066784, -0.001090, -2.694833], [-1.878722, 1.362497, -2.932510], [-0.814668, 2.077842, -2.550020], [-0.709654, 3.310667, -3.045906], [0.005620, 1.455243, -1.681775], [1.102360, 2.117145, -1.250928], [1.746531, 1.495394, -0.401985], [1.470893, 3.203411, -1.667137], [-2.532394, -0.112942, -1.800216], [-1.166020, -0.472729, -2.640555], [-2.507373, 1.742900, -3.622704], [-1.494151, 3.707366, -3.534061], [0.032896, 3.909849, -2.720643], [5.422440, 0.457047, 0.430172], [5.552476, -0.958315, 0.249549], [4.216971, -1.841789, 0.437759], [4.787809, -3.292980, 0.056084], [4.922588, -3.603342, -1.341646], [4.159676, -1.965112, 2.038704], [2.904574, -2.362518, 2.624360], [6.326976, 0.912964, 0.039269], [5.317630, 0.696679, 1.488328], [4.561605, 0.851437, -0.117364], [5.328692, -4.608893, -1.395157], [5.613305, -2.910097, -1.821828], [3.947682, -3.584689, -1.830950], [3.043437, -2.329323, 3.699903], [2.645891, -3.379232, 2.321911], [2.099630, -1.679895, 2.345451], [1.529947, -3.436400, -1.385140], [0.747559, -3.574812, -0.428717], [0.289610, -4.927077, 0.095176], [-0.559912, -4.553001, 1.300990], [-0.414928, -3.035699, 1.386799], [-0.819200, -2.367991, 2.319130], [0.247932, -2.546128, 0.285801], [1.169732, -5.521832, 0.343588], [-0.242159, -5.452291, -0.698125], [-0.238259, -4.999201, 2.241137], [-1.619405, -4.783532, 1.178627], [0.880883, 3.341054, -7.926372], [0.044348, 2.480390, -7.738525], [-0.989525, 2.376267, -8.368244], [0.293404, 1.509388, -6.682204], [1.432000, 1.620435, -5.917681], [1.628868, 0.739974, -4.874653], [0.699874, -0.313228, -4.524462], [0.837666, -1.053264, -3.521766], [-0.402899, -0.413332, -5.456366], [-0.615185, 0.482655, -6.468400], [-1.388580, -1.493722, -5.333649], [-2.474720, -1.314238, -5.854099], [-1.060936, -2.507788, -4.763375], [2.875821, 0.911338, -4.147248], [2.987079, 0.502390, -2.990761], [3.783864, 1.475236, -4.711959], [2.155888, 2.394324, -6.125042], [-1.488136, 0.382560, -7.097001]], "forces_ev_per_a": [[-0.1563, -0.4633, -0.0646], [0.0542, 0.1245, -0.0966], [0.0284, 0.1583, 0.1055], [0.0236, -0.0272, -0.1053], [-0.0506, -0.0292, 0.0965], [-0.0213, -0.0383, 0.0126], [0.0939, 0.0078, -0.1897], [-0.0232, -0.0277, 0.0313], [0.0102, 0.0469, 0.0339], [-0.0365, -0.0456, -0.0831], [-0.1515, -0.0684, 0.0845], [-0.0122, -0.2011, -0.1487], [0.0747, 0.0766, -0.0164], [-0.0887, -0.0596, -0.0036], [0.0250, -0.0033, 0.0104], [-0.0101, -0.0109, -0.0199], [0.0195, -0.0409, 0.0229], [0.0372, 0.0205, -0.0379], [-0.0004, -0.0560, 0.1222], [0.0382, -0.0347, 0.0273], [-0.0394, 0.0042, -0.0048], [-0.0250, 0.0163, 0.0006], [-0.0099, 0.0256, -0.0089], [0.0225, 0.0549, 0.0503], [0.0250, 0.0080, 0.0774], [0.0040, 0.0128, 0.0045], [0.0048, 0.0073, 0.0121], [-0.0018, -0.0066, -0.0059], [0.0121, 0.0172, -0.0051], [-0.0039, -0.0050, -0.0064], [-0.0075, -0.0078, 0.0095], [0.0810, -0.0356, 0.0184], [-0.0038, -0.0003, -0.0054], [0.0101, 0.0018, 0.0069], [-0.0027, -0.0077, 0.0012], [-0.0034, -0.0081, 0.0052], [-0.0659, 0.0644, 0.1073], [0.0046, -0.0017, 0.0152], [-0.0006, -0.0058, 0.0024], [0.0088, 0.0045, -0.0055], [0.0047, 0.0183, -0.0058], [-0.0130, -0.0954, 0.2542], [0.0340, -0.0582, -0.1815], [-0.2898, -0.0266, 0.1963], [0.0721, 0.1253, 0.0242], [0.3500, 0.1485, -0.2310], [-0.1680, 0.2151, -0.3800], [0.3197, 0.0270, 0.0333], [-0.1725, 0.0153, 0.0896], [0.0486, -0.0197, 0.1376], [-0.0774, 0.0251, -0.2158], [0.1498, -0.0027, -0.0644], [0.0238, 0.0103, -0.0286], [-0.0144, -0.0885, 0.0347], [0.0035, -0.0452, -0.0326], [0.0481, 0.0507, 0.0709], [-0.1248, 0.1074, -0.0498], [0.0397, 0.0392, -0.0227], [-0.0478, -0.0264, 0.0650], [-0.1233, -0.0226, -0.0504], [0.0757, -0.0227, -0.0101], [0.0193, -0.0055, -0.0088], [0.0050, -0.0158, 0.0174], [-0.0133, 0.0014, -0.0020], [0.0079, -0.0112, 0.0010], [0.0098, 0.0034, -0.0077], [-0.0060, 0.0132, -0.0099], [-0.0060, -0.0003, 0.0037], [0.0148, -0.0020, -0.0002], [0.0005, 0.0124, -0.0013], [-0.0550, 0.2556, 0.0105], [-0.1084, -0.4081, 0.2377], [0.0912, 0.0185, -0.0607], [-0.0136, 0.0044, 0.0132], [-0.0435, 0.0519, 0.0293], [-0.0056, -0.0259, -0.0071], [0.3602, 0.1860, -0.1306], [-0.0093, -0.0060, -0.0051], [-0.0222, 0.0014, 0.0228], [0.0206, -0.0136, -0.0157], [0.0000, 0.0050, -0.0210], [0.0950, 0.0795, 0.0415], [0.0110, -0.0106, -0.0877], [-0.1120, -0.0409, -0.0170], [0.0170, 0.0127, 0.0224], [0.0185, 0.0234, -0.0169], [-0.1221, -0.0732, 0.0655], [0.1998, -0.0620, 0.0059], [-0.2511, 0.1660, -0.0175], [0.0953, 0.1145, 0.1070], [-0.0693, -0.0230, -0.0193], [-0.0576, -0.0961, -0.0746], [-0.0867, 0.0966, -0.0002], [0.0831, -0.0571, 0.0941], [0.1640, 0.0803, -0.0138], [-0.2773, -0.1331, 0.2094], [0.0309, 0.0252, -0.0595], [0.0003, -0.0075, 0.0065], [0.0131, -0.0008, 0.0054]]}